# 1
150
Properties=species:S:1:pos:R:3:forces:R:3 method="wB97M-V/def2-TZVPD" molar_mass_g_mol=997.036 energy_ha=-3724.4414 charge=-1 gap_ha=0.209 de_lowest_kcal_mol=99.2 homo_energy_ha=-0.1540
C 0.06007 0.42694 0.37059 -2.4 4.1 2.6
O -0.83486 0.24993 -0.74368 -0.1 -2.8 -1.3
O -0.69794 0.97424 1.40549 2.0 -1.9 -0.8
C 1.09536 -0.66082 0.72171 -2.2 -0.4 0.2
F 1.66956 -1.06064 -0.38291 2.0 -0.1 -2.0
F 2.05680 -0.32908 1.61328 -0.6 0.1 -0.4
F 0.49484 -1.80496 1.13500 -0.2 -0.1 1.2
C -1.27708 -1.04412 -1.18426 -0.6 0.8 -0.5
C -2.15003 -0.77144 -2.41519 -0.4 0.0 0.6
H -2.74020 -1.64414 -2.69482 0.4 -0.4 -0.3
H -2.93936 -0.07212 -2.13950 0.2 0.4 0.1
H -1.57722 -0.36646 -3.24945 -0.1 -0.1 0.0
H -1.90031 -1.57048 -0.46132 0.0 0.2 0.5
H -0.47862 -1.73454 -1.45604 0.4 0.2 0.0
H 0.59023 1.23503 -0.13343 1.4 0.3 0.3
C -1.93517 -6.00510 5.25522 -2.5 0.1 -0.6
C -2.81518 -6.58097 4.12867 1.6 -1.3 -1.1
O -3.26101 -5.62062 3.23300 -0.7 1.3 0.0
O -2.89891 -5.17804 5.96870 0.7 -0.2 0.6
H -1.11415 -5.38763 4.89084 0.1 -0.3 0.0
H -1.65603 -6.83233 5.90781 0.3 0.4 0.2
H -3.62054 -7.21212 4.50438 -0.2 0.3 0.6
H -2.30355 -7.21150 3.40151 0.7 -0.6 0.6
H -3.70202 -4.94713 3.75598 -0.4 0.3 -0.3
H -3.02449 -4.35410 5.49230 0.3 0.2 0.1
C 0.13254 6.51993 4.74089 -0.3 -2.9 1.5
C 1.17027 5.76622 5.71053 0.1 0.6 -2.5
O 1.86687 4.66078 5.03161 -0.6 1.3 0.6
O -1.01952 5.66559 4.56214 0.1 0.4 0.0
H 0.59639 6.68767 3.76888 0.2 0.5 0.2
H -0.29883 7.38595 5.24293 0.5 0.2 -0.2
H 0.73792 5.39039 6.63786 -0.2 0.4 -0.1
H 1.92053 6.54665 5.83757 0.3 -0.3 0.7
H 1.23402 4.16317 4.50865 -0.1 -0.2 0.0
H -0.76850 4.87989 4.07094 0.0 -0.1 -0.2
C -6.02124 0.59839 2.23469 1.0 1.3 1.0
C -5.71868 0.00973 3.60279 0.0 -1.4 -0.4
O -4.49021 -0.73407 3.50410 -0.6 -0.1 0.3
O -5.36415 1.89842 2.25800 -0.9 -0.2 -0.7
H -7.09209 0.64970 2.03786 0.1 0.6 0.0
H -5.54673 0.02345 1.43946 -0.2 -0.4 0.2
H -6.55535 -0.63774 3.86522 0.4 -0.6 0.2
H -5.57692 0.70540 4.42987 -0.5 0.6 -0.4
H -3.85608 -0.06599 3.23366 0.6 -0.2 0.0
H -4.43552 1.68882 2.13424 0.3 0.3 -0.2
C 0.30025 1.54765 -10.25444 -0.3 -0.1 -2.3
C 0.30022 3.04612 -10.64973 0.1 -1.5 0.2
O 0.81657 3.75044 -9.56156 0.0 1.1 0.4
O -0.84675 1.11170 -9.50504 1.2 0.6 -0.4
H 1.28459 1.24419 -9.89795 -0.1 0.3 1.1
H 0.32545 1.00361 -11.19863 -0.8 -0.3 -0.2
H -0.68289 3.38176 -10.97981 -0.4 -0.1 0.4
H 0.92108 3.24346 -11.52363 0.4 -0.3 0.2
H 0.13839 3.74354 -8.88213 0.1 0.3 0.3
H -0.82072 1.63145 -8.69832 -0.2 -0.2 0.4
C 7.62620 3.07612 0.96707 0.9 -1.1 -0.7
C 8.66860 1.90455 1.10599 -0.3 0.2 0.9
O 9.96283 2.15842 0.56257 -0.2 1.0 -0.8
O 7.05486 3.04637 -0.33910 0.0 0.2 0.0
H 8.06596 4.04862 1.18834 0.2 0.0 0.0
H 6.76293 2.94100 1.61868 0.3 -0.3 0.3
H 8.24075 1.03199 0.61233 -0.2 -0.1 0.1
H 8.86711 1.67206 2.15224 -0.7 0.0 0.3
H 10.59522 1.51418 0.88913 -0.2 -0.1 0.1
H 7.76387 3.12319 -0.98175 0.1 0.1 -0.1
C 5.63412 -5.78715 5.09858 1.1 0.0 1.1
C 6.83028 -5.04612 4.46699 -1.6 0.5 -0.3
O 6.38173 -4.35348 3.32190 0.3 -0.1 -1.3
O 4.75424 -4.83055 5.69126 0.2 -0.2 -0.3
H 6.04035 -6.41520 5.89144 0.2 -0.2 0.3
H 5.06652 -6.47984 4.47720 0.3 0.3 -0.8
H 7.64572 -5.70226 4.16262 -0.2 -0.1 0.0
H 7.22448 -4.27387 5.12754 0.1 -0.4 0.7
H 5.72231 -3.68971 3.53677 0.0 -0.1 0.4
H 4.14110 -5.36520 6.20097 -0.3 0.3 0.1
C -2.84606 -8.22731 -2.81294 -0.7 -1.7 0.6
C -2.62026 -7.16517 -3.81773 0.6 1.7 0.4
O -1.70177 -7.51041 -4.83530 -0.4 -0.2 -0.1
O -3.92585 -7.82611 -1.95720 0.3 -0.3 -0.2
H -2.00200 -8.58551 -2.22357 0.5 0.9 0.1
H -3.09450 -9.17953 -3.28160 -0.7 0.1 -0.4
H -2.26090 -6.30065 -3.25955 0.6 0.3 0.2
H -3.55858 -6.73560 -4.16864 -0.4 -0.8 -0.5
H -1.89482 -6.91617 -5.56414 0.2 -0.1 -0.2
H -3.56044 -7.33656 -1.21665 0.0 0.1 0.0
C 5.47780 0.39678 8.04090 -0.7 1.5 -0.8
C 6.38603 -0.28897 9.05680 1.0 1.6 -1.9
O 7.72562 -0.32351 8.43221 -0.9 -1.3 0.6
O 5.85863 1.78300 7.84945 0.6 -0.1 0.7
H 4.41251 0.45214 8.26493 -0.1 -0.6 0.8
H 5.51105 -0.00462 7.02804 0.4 -1.0 0.2
H 5.96887 -1.28037 9.23345 0.7 -0.1 0.1
H 6.49134 0.30501 9.96466 -0.5 -0.2 0.1
H 8.15919 0.53273 8.45376 -0.5 0.2 0.2
H 5.17665 2.20547 7.32218 0.0 0.0 0.0
C -8.82905 6.24281 -3.10044 0.4 -0.1 -0.4
C -7.78060 5.42657 -2.29268 0.8 0.1 -1.0
O -8.00860 5.41971 -0.93041 -1.4 0.6 1.8
O -8.71826 7.67841 -3.07233 0.5 -1.0 1.0
H -9.83349 6.00836 -2.74797 0.0 -0.5 0.0
H -8.74459 6.02388 -4.16488 0.0 -0.5 0.1
H -6.75856 5.79390 -2.38538 0.1 0.4 -1.0
H -7.74843 4.38521 -2.61306 -0.3 -0.1 -0.7
H -7.25395 5.06610 -0.45392 0.0 0.0 -0.1
H -8.66429 7.77667 -2.11890 0.0 1.1 0.3
O 5.40395 -0.12143 -6.21440 -0.2 -0.5 -1.4
C 5.25354 0.40419 -5.14544 -0.2 0.1 0.5
N 6.07910 0.07460 -4.11717 -0.3 0.5 0.5
C 4.17326 1.43342 -4.86970 0.1 -0.1 0.1
H 6.03711 0.61345 -3.26395 0.1 -0.6 0.0
H 6.62379 -0.76811 -4.23231 0.1 0.4 0.2
H 3.94585 1.49782 -3.80563 0.1 0.2 0.0
H 3.24705 1.17467 -5.38282 0.2 -0.2 -0.1
H 4.51552 2.38734 -5.27092 -0.1 0.1 0.2
O 3.41175 -9.01017 -1.04813 -0.2 -0.5 -1.0
C 3.97833 -7.93988 -1.00737 -2.1 1.3 -0.8
N 4.91039 -7.73069 -0.09942 2.1 0.5 1.3
C 3.52471 -6.65844 -1.77280 0.2 -0.1 0.0
H 5.31491 -8.56056 0.31019 -0.2 0.3 0.3
H 5.25996 -6.81516 0.14493 0.1 -0.3 -0.2
H 4.27182 -5.87417 -1.89456 0.5 -0.3 0.3
H 2.74467 -6.16843 -1.19010 -0.3 -0.3 -0.1
H 3.18046 -6.82640 -2.79327 -0.3 -0.5 0.3
O -1.33415 -0.48764 9.55998 0.1 0.3 0.1
C -1.26496 0.05858 8.46163 -1.4 -0.9 2.4
N -0.55312 -0.49621 7.50267 1.1 -0.3 -1.9
C -2.06781 1.26913 8.15677 0.1 1.0 -0.7
H -0.49362 -0.08345 6.58279 0.0 -0.3 0.1
H -0.13608 -1.39643 7.69184 0.0 0.3 -0.1
H -1.60471 2.14297 8.61507 0.1 0.0 0.0
H -3.08897 1.23929 8.53683 0.2 -0.4 0.0
H -2.08182 1.41943 7.07727 -0.2 0.3 0.0
O -2.20726 4.80285 -5.80218 0.1 -0.6 -0.9
C -2.48450 5.45868 -4.82944 0.7 0.3 0.7
N -2.32412 5.02090 -3.56219 -0.4 0.5 1.1
C -2.96567 6.88236 -4.95588 -0.5 0.0 -0.5
H -1.92324 4.14454 -3.25988 -0.1 0.0 -0.6
H -2.63940 5.63834 -2.82770 0.2 -0.3 -0.1
H -2.18054 7.52191 -5.35919 0.1 -0.2 0.0
H -3.35422 7.35153 -4.05200 0.0 -0.2 0.0
H -3.73707 6.80959 -5.72252 -0.2 0.4 0.1
O -7.40294 2.72163 -10.02649 0.6 -0.4 0.0
C -6.55854 2.63965 -9.12909 -4.8 -0.4 -1.1
N -5.51901 3.42164 -9.12709 3.3 1.1 1.0
C -6.92039 1.88428 -7.86024 1.1 0.0 -0.5
H -5.29886 4.09286 -9.84896 -0.4 -0.4 -0.1
H -4.80862 3.28351 -8.42256 0.0 0.2 -0.1
H -5.99765 1.95279 -7.28408 -0.5 -0.5 0.9
H -7.22953 0.85646 -8.05029 0.4 0.0 -0.2
H -7.80235 2.34597 -7.41628 0.4 0.4 0.1



# 2
24
Properties=species:S:1:pos:R:3:forces:R:3 method="wB97M-V/def2-TZVPD" molar_mass_g_mol=179.248 energy_ha=-843.6275 gap_ha=0.343 de_lowest_kcal_mol=7.3 homo_energy_ha=-0.3198
C 0.70795 0.62578 -0.59219 2.6 0.2 -0.8
C 2.03967 2.78635 -0.47384 -0.9 -2.0 -0.2
C -1.26553 -0.69090 2.38000 -0.3 -0.2 -2.7
C 2.03631 1.33437 -0.89168 1.8 -0.3 3.8
C -0.97386 -0.12193 0.95567 -2.2 -0.9 -2.7
N 0.27492 0.57630 0.64862 0.1 -0.8 2.2
O 0.15845 0.04107 -1.49860 -1.3 -0.6 -1.3
O -2.22954 -2.95611 0.13558 -0.4 0.2 0.2
O 0.01893 -2.66668 -1.07657 -0.7 0.0 0.0
O -2.26998 -1.28831 -1.83384 0.2 0.3 -1.8
Si -1.32167 -1.81882 -0.62133 1.2 2.2 1.6
H 1.56347 2.97461 0.41335 -1.7 0.1 2.3
H 2.92583 3.21317 -0.28316 4.0 0.9 0.4
H 1.63829 3.41510 -1.16589 -1.6 1.5 -2.2
H -0.47548 -1.37321 2.53318 0.8 -1.2 0.5
H -2.24316 -1.27933 2.38780 1.3 1.2 0.1
H -1.12950 0.07350 3.08971 -0.5 0.9 1.3
H 2.31783 1.30799 -1.88149 0.0 -0.6 -2.3
H 2.97446 0.83587 -0.33847 -2.3 0.6 -0.9
H -1.66730 0.70218 0.59643 -0.3 -1.5 0.7
H 0.87817 0.87688 1.39811 0.0 0.2 -0.1
H -2.91196 -3.26968 -0.46361 -0.2 -0.1 0.1
H 0.83510 -2.34176 -0.72582 0.7 0.3 0.0
H -1.88139 -0.95645 -2.69196 -0.4 -0.5 1.8



# 3
66
Properties=species:S:1:pos:R:3:forces:R:3 method="wB97M-V/def2-TZVPD" molar_mass_g_mol=651.064 energy_ha=-2275.7874 charge=-2 gap_ha=0.224 de_lowest_kcal_mol=16.1 homo_energy_ha=-0.0988
Rb 0.58196 -1.32818 -0.14292 0.0 0.1 -0.1
N -0.51836 -5.77759 -3.04941 0.0 0.0 0.0
C -0.67091 -4.44581 -2.69320 0.3 0.2 0.1
S 0.70133 -3.43278 -2.93747 -0.2 -0.1 0.0
N -1.86782 -4.17474 -2.22272 0.0 0.1 -0.1
N -2.04806 -2.88534 -1.80682 0.0 -0.2 -0.1
C -3.27184 -2.61521 -1.57281 -0.1 0.2 0.1
C -3.73325 -1.32813 -1.02594 0.1 -0.3 -0.1
C -5.10688 -1.06845 -1.04753 -0.1 0.0 0.0
C -5.58587 0.10728 -0.50300 0.0 0.0 0.0
C -4.68034 0.98881 0.06401 0.0 0.0 0.0
C -3.33455 0.64602 0.04044 0.0 0.0 0.0
N -2.85611 -0.47148 -0.49467 0.0 0.1 0.0
H 0.44320 -6.07603 -3.03287 0.0 0.0 0.0
H -1.16874 -6.38463 -2.57061 0.0 0.0 0.0
H -4.03574 -3.37593 -1.75770 0.0 0.0 0.0
H -5.77797 -1.79453 -1.48934 0.0 0.0 0.0
H -6.64693 0.32740 -0.51393 0.0 0.0 0.0
H -4.99505 1.91779 0.52049 0.0 0.0 0.0
H -2.60451 1.30677 0.48712 0.0 0.0 0.0
O -0.72657 -1.12014 2.48807 0.0 -0.1 0.0
C -1.37216 -0.16896 3.28957 0.0 0.0 0.0
C -0.43536 0.91366 3.81843 0.0 0.0 0.0
C 0.42795 1.55590 2.73228 -0.1 0.0 0.0
C -0.31626 2.27106 1.63817 0.0 0.0 0.0
C -1.13088 3.37554 1.90580 0.0 0.0 0.0
C -1.71495 4.06353 0.85959 0.0 0.0 0.0
C -1.47617 3.63858 -0.44017 0.0 0.0 0.0
C -0.68258 2.51721 -0.61561 0.0 0.0 -0.1
N -0.12997 1.83942 0.38668 0.1 0.0 0.1
H 0.14829 -1.38449 2.89556 0.0 0.0 0.0
H -1.87677 -0.64763 4.14403 0.0 0.0 0.0
H -2.15834 0.28367 2.67459 0.0 0.0 0.0
H 0.24812 0.46349 4.54191 0.0 0.0 0.0
H -1.03301 1.66468 4.35020 0.0 0.0 0.0
H 1.05625 0.80096 2.26979 0.0 0.0 0.0
H 1.11227 2.27333 3.19656 0.0 0.0 0.0
H -1.27764 3.69340 2.93068 0.0 0.0 0.0
H -2.33955 4.92866 1.05155 0.0 0.0 0.0
H -1.90109 4.15165 -1.29244 0.0 0.0 0.0
H -0.47966 2.12507 -1.60702 0.0 0.0 0.0
O 7.38434 2.09037 3.28013 0.0 0.0 0.0
C 6.78643 1.02277 3.53959 0.0 0.0 0.0
O 7.07970 0.14083 4.37181 0.0 0.0 0.0
C 5.49756 0.76729 2.71882 0.0 0.0 0.0
C 5.09467 1.65841 1.72763 0.0 0.0 0.0
C 3.92756 1.41142 1.02885 0.0 0.0 0.0
N 3.14488 0.35268 1.24991 0.2 0.0 -0.1
C 3.53706 -0.50923 2.19194 -0.1 0.0 0.0
C 4.69349 -0.34020 2.94598 0.0 0.0 0.0
C 2.54441 -1.64975 2.35358 0.1 0.0 0.1
O 2.55097 -2.52514 1.47375 0.0 -0.2 0.0
O 1.72366 -1.53579 3.31170 0.0 0.0 0.1
H 5.70706 2.52857 1.53248 0.0 0.0 0.0
H 3.58611 2.09031 0.25190 0.0 0.0 0.0
H 4.97766 -1.04632 3.71427 0.0 0.0 0.0
N -0.28869 -0.99260 -4.80722 0.0 -0.2 0.2
C 0.51858 -0.09363 -5.39715 -0.1 -0.1 0.1
N 0.42366 0.00649 -6.76808 0.0 0.0 0.0
N 1.36676 0.70248 -4.80837 0.1 0.2 0.1
C 1.53889 0.56503 -3.49414 -0.1 -0.3 -0.2
N 1.71300 0.44804 -2.35697 -0.1 0.2 -0.1
H -0.60321 -1.76680 -5.37212 0.0 0.1 -0.1
H -0.06548 -1.34083 -3.86555 0.1 0.1 -0.1
H -0.47991 -0.18947 -7.16420 0.0 0.0 0.0
H 0.87536 0.83126 -7.12785 0.0 0.0 0.0



# 4
9
Properties=species:S:1:pos:R:3:forces:R:3 method="wB97M-V/def2-TZVPD" molar_mass_g_mol=98.061 smiles="O=c1nccno1" energy_ha=-375.3725 gap_ha=0.319 de_lowest_kcal_mol=87.3 homo_energy_ha=-0.3841
O -0.94995 1.28597 2.16916 0.4 -1.5 -2.4
C -0.54310 0.63934 1.22141 1.1 1.7 2.1
N -1.22128 0.43180 -0.00515 0.2 -2.8 0.1
C -0.65906 -0.37961 -0.90174 -2.6 3.2 0.1
C 0.74683 -0.30194 -0.83110 6.7 -3.9 -0.5
N 1.51422 -0.27098 0.25043 -3.0 1.5 0.5
O 0.82707 0.09271 1.44999 -1.6 -0.1 -2.7
H -1.34983 -0.77722 -1.79126 1.9 0.9 2.0
H 1.63510 -0.72009 -1.56173 -3.2 1.1 0.7